{"formula": "C27H40BrINO3S3Sb2Tl", "method": "wB97M-V/def2-TZVPD", "e_homo_ev": -12.812, "e_lumo_ha": -0.25844, "spin_multiplicity": 1, "de_lowest_ev": 0.143, "energy_ev": -164684.59253, "homo_lumo_gap_ev": 5.78, "charge": 2, "symbols": ["Tl", "C", "Sb", "C", "C", "C", "C", "C", "C", "C", "C", "C", "Sb", "C", "C", "H", "H", "H", "H", "H", "H", "H", "H", "H", "H", "H", "H", "H", "H", "H", "H", "H", "H", "H", "H", "C", "C", "S", "C", "C", "S", "C", "C", "S", "H", "H", "H", "H", "H", "H", "H", "H", "H", "H", "H", "H", "Br", "C", "C", "C", "C", "C", "C", "C", "O", "O", "H", "H", "H", "H", "N", "C", "O", "C", "I", "H", "H", "H", "H"], "positions_angstrom": [[-0.43278, -1.05940, 1.61989], [-4.46236, 1.81567, -1.33172], [-2.62869, 1.88116, -0.23601], [-3.59293, 1.84667, 1.67431], [-2.81213, 4.22192, -0.10237], [-2.24374, 4.81216, -1.25471], [-2.94408, 4.79382, -2.48876], [-2.34213, 5.19481, -3.64148], [-0.98401, 5.66142, -3.68349], [-0.29596, 5.77469, -2.53710], [-0.91785, 5.44017, -1.26351], [-0.33664, 5.85585, -0.12215], [1.65895, 3.34642, 0.74117], [3.18079, 4.17023, 1.97846], [2.54000, 3.95937, -1.10161], [-5.13571, 2.59432, -0.97618], [-4.93535, 0.85310, -1.14483], [-4.29011, 1.92724, -2.40104], [-4.39495, 2.58301, 1.69469], [-2.88220, 2.05923, 2.47277], [-4.01564, 0.85337, 1.82311], [-2.34280, 4.39724, 0.86044], [-3.89727, 4.22836, -0.07563], [-3.96230, 4.42727, -2.50187], [-2.90337, 5.15777, -4.56745], [-0.54239, 5.94176, -4.62938], [0.71120, 6.17206, -2.52731], [-0.82128, 5.79090, 0.84269], [0.61122, 6.38415, -0.15911], [4.09266, 4.28994, 1.39787], [3.35901, 3.47920, 2.80133], [2.86823, 5.13116, 2.38628], [2.56460, 5.04859, -1.16843], [1.99370, 3.55620, -1.95391], [3.56012, 3.58002, -1.09954], [3.00739, -5.02245, 0.85669], [3.40526, -3.82464, 1.71851], [2.08063, -2.80438, 2.38493], [1.20286, -3.89893, 3.52125], [0.25264, -4.94441, 2.92970], [-0.92210, -4.25892, 1.73178], [-0.84954, -5.35598, 0.28223], [0.50987, -5.91190, -0.12472], [1.78777, -4.66791, -0.44630], [2.61554, -5.82769, 1.47427], [3.90623, -5.40428, 0.37301], [3.99292, -3.11638, 1.13550], [4.02638, -4.15753, 2.55136], [0.64585, -3.22130, 4.17148], [1.93832, -4.40026, 4.15263], [-0.32212, -5.38923, 3.74146], [0.79463, -5.74607, 2.44057], [-1.25131, -4.73848, -0.52219], [-1.54297, -6.18099, 0.44872], [0.35955, -6.46524, -1.05227], [0.88617, -6.63284, 0.59832], [5.12469, -0.00364, 1.58053], [4.36947, -0.76447, 0.02390], [5.15713, -1.67706, -0.66209], [4.65353, -2.34306, -1.77291], [3.34876, -2.12189, -2.18435], [2.56509, -1.21454, -1.49308], [3.06484, -0.51019, -0.39783], [2.18300, 0.56926, 0.12849], [2.78479, 1.62542, 0.59511], [0.95258, 0.50313, 0.03488], [6.16682, -1.86245, -0.32239], [5.28637, -3.03785, -2.30979], [2.94741, -2.64792, -3.04000], [1.55078, -1.01275, -1.81067], [-3.96100, -2.84939, 1.08602], [-3.82396, -1.89341, 0.16492], [-2.93800, -1.02719, 0.21765], [-4.80281, -1.93731, -0.97744], [-6.74552, -1.35527, -0.30880], [-3.31293, -2.92450, 1.85394], [-4.70967, -3.52050, 1.03506], [-4.91206, -2.94204, -1.37528], [-4.49709, -1.25244, -1.75824]], "mulliken_charge": [0.66, -0.77, 0.55, -1.31, -1.66, 0.88, -0.67, -0.42, -0.83, -0.48, 1.38, -1.54, 0.73, -1.24, -1.51, 0.44, -0.26, 0.40, 0.42, 0.43, 0.36, 0.39, 0.65, 0.52, 0.44, 0.44, 0.40, 0.40, 0.49, 0.39, 0.34, 0.37, 0.44, 0.41, 0.52, -1.11, -0.05, 0.11, -1.22, -0.57, -0.07, -0.61, -1.15, 0.16, 0.48, 0.56, -0.34, 0.60, 0.40, 0.51, 0.55, 0.14, 0.38, 0.46, 0.49, 0.44, -0.05, -0.02, -0.44, -0.42, -0.82, -0.29, 0.87, 0.42, -0.72, -0.44, 0.50, 0.46, 0.41, 0.42, -0.24, 0.78, -0.39, -1.46, 0.14, 0.21, 0.20, 0.50, 0.50]}



{"formula": "C27H40Cl3F15N2O12", "method": "wB97M-V/def2-TZVPD", "e_homo_ev": -9.333, "e_lumo_ha": -0.00207, "spin_multiplicity": 1, "de_lowest_ev": 0.000, "energy_ev": -134529.24186, "smiles": "CCOC(=O)C(F)(F)F.CCOC(=O)C(F)(F)F.CCOC(=O)C(F)(F)F.CCOC(=O)C(F)(F)F.CCOC(=O)C(F)(F)F.ClC(Cl)Cl.CN(C)C=O.CN(C)C=O", "homo_lumo_gap_ev": 9.28, "charge": 0, "symbols": ["C", "C", "O", "C", "O", "C", "F", "F", "F", "H", "H", "H", "H", "H", "C", "C", "O", "C", "O", "C", "F", "F", "F", "H", "H", "H", "H", "H", "C", "C", "O", "C", "O", "C", "F", "F", "F", "H", "H", "H", "H", "H", "C", "C", "O", "C", "O", "C", "F", "F", "F", "H", "H", "H", "H", "H", "C", "C", "O", "C", "O", "C", "F", "F", "F", "H", "H", "H", "H", "H", "Cl", "C", "Cl", "Cl", "H", "C", "N", "C", "C", "O", "H", "H", "H", "H", "H", "H", "H", "C", "N", "C", "C", "O", "H", "H", "H", "H", "H", "H", "H"], "positions_angstrom": [[4.00172, 0.16493, 3.26507], [3.93156, 0.65457, 4.69593], [4.14247, -0.46254, 5.57680], [4.26224, -0.18499, 6.85563], [4.31142, 0.89806, 7.35435], [4.28879, -1.46079, 7.72916], [5.40953, -1.44462, 8.46493], [3.25193, -1.49978, 8.56412], [4.28190, -2.57465, 6.99625], [4.31784, 0.94626, 2.57863], [3.03353, -0.20441, 2.93722], [4.69946, -0.66917, 3.22768], [2.96082, 1.09907, 4.93735], [4.64699, 1.45245, 4.90421], [5.36417, -1.05543, -2.62073], [4.33757, -0.99165, -1.51316], [3.81117, -2.26783, -1.12272], [3.87394, -2.62070, 0.14764], [4.09287, -1.92150, 1.08601], [3.47342, -4.10219, 0.32107], [4.56717, -4.84417, 0.54727], [2.65964, -4.21950, 1.37360], [2.83621, -4.58301, -0.75285], [4.93755, -1.44594, -3.53981], [6.20090, -1.68830, -2.30821], [5.79688, -0.06572, -2.75208], [3.46718, -0.42285, -1.85218], [4.67511, -0.39902, -0.66219], [-6.78766, -1.64816, -0.08166], [-5.91403, -2.83811, -0.39854], [-4.53573, -2.44481, -0.34455], [-3.67020, -3.32283, -0.81172], [-3.91124, -4.42125, -1.20424], [-2.26504, -2.69569, -0.95395], [-2.06342, -2.23366, -2.18691], [-2.08462, -1.68361, -0.08887], [-1.35508, -3.64346, -0.69548], [-6.71378, -0.93524, -0.90180], [-6.48541, -1.11621, 0.82157], [-7.79173, -2.03002, 0.08960], [-6.18133, -3.23053, -1.38025], [-6.04651, -3.65011, 0.31857], [-1.07134, 4.40389, 0.66865], [-0.62730, 4.32052, -0.78965], [-0.80160, 5.62902, -1.35420], [0.26406, 6.27286, -1.78718], [1.39670, 5.89164, -1.76893], [-0.09529, 7.65271, -2.36738], [-1.39924, 7.81364, -2.57044], [0.31485, 8.59776, -1.49607], [0.54702, 7.84487, -3.51171], [-0.87492, 5.39337, 1.09237], [-0.63380, 3.64301, 1.30676], [-2.15813, 4.35197, 0.76810], [-1.27899, 3.60366, -1.28285], [0.40430, 3.98929, -0.87044], [1.40220, -2.77934, -3.81284], [1.17938, -1.55680, -4.69750], [1.62493, -1.87738, -6.03914], [2.84528, -1.53088, -6.37510], [3.64334, -0.93356, -5.71134], [3.21602, -2.11285, -7.75380], [4.53161, -2.12795, -7.92279], [2.76120, -3.36506, -7.87143], [2.66894, -1.35774, -8.72508], [2.48187, -2.84176, -3.65336], [1.05742, -3.67144, -4.32723], [0.93286, -2.64430, -2.84036], [1.73329, -0.68727, -4.34828], [0.12142, -1.32274, -4.79758], [1.44598, 1.73207, 1.02389], [0.54697, 0.27944, 0.59574], [0.60186, -1.02205, 1.80835], [0.94000, -0.34507, -0.99455], [-0.49745, 0.57257, 0.63155], [-2.54175, 0.79287, 3.30477], [-3.02700, 0.71486, 4.65644], [-2.80442, -0.53095, 5.36444], [-3.78603, 1.68374, 5.20150], [-4.43273, 1.58047, 6.22294], [-1.46767, 0.63833, 3.25258], [-2.78546, 1.78152, 2.90447], [-3.13942, 0.14152, 2.66028], [-3.22436, -1.35380, 4.77646], [-1.73260, -0.70925, 5.47537], [-3.28077, -0.51254, 6.33719], [-3.81445, 2.64104, 4.65576], [-4.84477, 0.92996, -2.34129], [-3.58982, 0.87115, -1.62299], [-2.36917, 0.71258, -2.39204], [-3.51292, 1.15755, -0.30641], [-2.46558, 1.23432, 0.31091], [-5.67481, 0.97107, -1.64199], [-4.94172, 0.03352, -2.95891], [-4.86886, 1.79069, -3.01399], [-1.61059, 0.26695, -1.76571], [-2.58729, 0.16705, -3.30863], [-2.03599, 1.69670, -2.75097], [-4.51346, 1.29161, 0.13298]], "mulliken_charge": [-0.65, -0.50, -0.13, 0.30, -0.52, 0.86, -0.25, -0.25, -0.24, 0.45, -0.05, 0.31, 0.31, 0.36, -1.16, -0.14, -0.22, 0.55, -0.52, 0.85, -0.26, -0.23, -0.22, 0.17, 0.34, 0.39, 0.17, 0.33, -1.00, -0.29, -0.12, -0.03, -0.53, 1.12, -0.21, -0.14, -0.28, 0.13, 0.28, 0.41, 0.36, 0.32, -1.05, 0.35, -0.26, 0.41, -0.54, 0.85, -0.24, -0.25, -0.24, 0.43, 0.16, 0.25, -0.31, 0.43, -0.69, -0.16, -0.34, 0.38, -0.52, 0.87, -0.23, -0.24, -0.26, 0.11, 0.45, 0.09, 0.38, 0.18, -0.22, 2.00, -0.20, -0.04, -1.39, -0.57, 0.12, -0.92, 0.17, -0.59, 0.22, 0.05, 0.23, 0.29, 0.28, 0.34, 0.32, -1.00, 0.48, -1.12, -0.22, -0.42, 0.30, 0.31, 0.34, 0.06, 0.46, 0.36, 0.29]}